A molecular structure, C4H7O2, computed with wB97M-V/def2-TZVPD.

Last column: natural (NBO) charge in e.
Geometry (Å):
O -0.29 -0.08 0.84  -0.47
O 0.74 -1.85 -0.10  -0.39
C 0.24 -0.83 -0.01  1.03
C -0.62 -0.49 2.18  -0.27
C 0.35 0.18 -1.67  -0.64
C 0.30 1.54 -1.62  0.03
H -1.24 -1.42 2.12  0.23
H 1.17 -0.40 -1.98  0.28
H -0.58 -0.37 -1.98  0.27
H 1.22 2.10 -1.44  0.22
H 0.32 -0.89 2.62  0.22
H -1.03 0.35 2.74  0.25
H -0.59 2.16 -1.69  0.23

## Properties
Energy relative to the best compared isomer or geometry (same formula, charge and spin), eV: 2.379
Charge: +1
2S+1: 1
Orbital gap, eV: 9.393
M, g/mol: 87.1

***

A molecular structure, C22H29FeN9O3, computed with wB97M-V/def2-TZVPD.

Last column: natural (NBO) charge in e.
Geometry (Å):
Fe -0.49 0.09 -0.82  1.94
O 3.27 -0.48 0.43  -0.59
O -0.96 -0.67 -2.68  -0.67
O 1.29 -0.49 -0.56  -0.80
N -2.03 -1.21 -0.21  -0.59
N 0.21 1.23 -2.74  -0.69
N 1.51 3.07 -3.47  -0.74
N 6.14 -2.07 3.68  -0.75
N -0.03 0.62 1.35  -0.86
N 3.95 -1.93 2.99  -0.57
N 0.66 1.45 -4.93  -0.34
N -2.02 1.48 -0.59  -0.58
N 4.48 -2.85 5.06  -0.76
C -4.38 -2.63 0.21  -0.06
C 1.70 -0.99 3.57  -0.42
C -5.64 0.88 0.02  -0.16
C 1.44 0.67 1.53  -0.17
C 2.52 -2.17 3.03  -0.23
C -4.35 2.98 -0.43  -0.06
C -0.15 0.25 -4.84  -0.31
C -3.15 3.58 -0.69  -0.24
C 1.95 0.39 2.94  -0.42
C -3.21 0.87 -0.32  0.15
C -5.64 -0.46 0.17  -0.15
C -4.43 -1.22 0.09  -0.08
C 1.17 2.03 -6.18  -0.43
C 2.10 -0.18 0.43  0.78
C -4.42 1.59 -0.24  -0.06
C -2.01 -2.53 -0.12  0.10
C 4.85 -2.29 3.91  0.68
C -2.00 2.79 -0.77  0.10
C -3.17 -3.27 0.10  -0.23
C 0.83 1.96 -3.72  0.67
C -3.22 -0.56 -0.14  0.23
C -0.36 0.20 -3.36  0.66
H 0.37 -0.63 -5.21  0.28
H -1.05 -3.01 -0.22  0.23
H -5.26 3.57 -0.38  0.26
H -0.47 1.45 1.75  0.41
H -0.42 -0.16 1.88  0.39
H 0.73 3.00 -6.36  0.23
H -5.29 -3.18 0.38  0.26
H 1.98 3.58 -4.20  0.44
H 2.23 -2.44 2.02  0.22
H 5.16 -3.17 5.72  0.44
H 1.73 1.70 1.30  0.24
H 3.51 -3.02 5.28  0.42
H -6.56 1.44 0.09  0.25
H 0.64 -1.27 3.53  0.21
H 6.84 -2.32 4.36  0.43
H 1.51 1.14 3.60  0.24
H 2.26 2.10 -6.14  0.23
H -3.11 -4.35 0.17  0.26
H -1.10 0.36 -5.37  0.27
H 6.46 -1.72 2.79  0.43
H 4.28 -1.47 2.15  0.45
H -6.57 -0.99 0.35  0.25
H 0.91 1.36 -6.99  0.26
H -3.07 4.65 -0.84  0.26
H 3.02 0.59 2.94  0.24
H 1.91 -0.88 4.64  0.23
H 1.66 3.36 -2.52  0.43
H 2.31 -3.06 3.63  0.22
H -1.04 3.24 -0.99  0.21

## Properties
Energy relative to the best compared isomer or geometry (same formula, charge and spin), eV: 0.000
Charge: +3
2S+1: 6
Orbital gap (alpha / beta), eV: 8.540 / 7.038
M, g/mol: 523.4

***

2 unconnected molecules or ions with the total composition C5H14S, computed with wB97M-V/def2-TZVPD.

Last column: natural (NBO) charge in e.
Geometry (Å):
S -1.01 1.44 -1.35  0.18
C 2.75 -0.45 2.35  -0.63
C 0.34 1.08 -2.49  -0.76
C -1.75 -0.19 -1.06  -0.53
C 1.49 -0.57 1.54  -0.62
C -2.98 -0.08 -0.17  -0.63
H 3.34 0.47 2.27  0.22
H 0.96 0.37 1.40  0.21
H -1.89 -0.63 -2.05  0.21
H 3.24 -1.39 2.58  0.21
H -2.90 -0.45 0.84  0.22
H 1.30 1.19 -1.97  0.22
H 1.67 -0.85 0.49  0.19
H 2.36 -0.07 3.33  0.20
H -3.45 0.91 -0.23  0.22
H -3.73 -0.75 -0.64  0.21
H 0.27 0.19 -3.11  0.22
H 0.77 -1.32 1.89  0.20
H 0.33 1.93 -3.17  0.22
H -1.10 -0.84 -0.44  0.21

## Properties
Energy relative to the best compared isomer or geometry (same formula, charge and spin), eV: 0.993
2S+1: 1
Orbital gap, eV: 9.384
M, g/mol: 106.2

***

- Which value of energy relative to the best compared isomer or geometry (same formula, charge and spin) does entry 1 give?
  2.379 eV